Here is a 8-piece molecular cluster, C16H36N4O20S4 overall in a non-equilibrium geometry from OMol25. Energies are from ωB97M-V/def2-TZVPD.

Output
* strongest force on any atom: 5.80 eV/A
* 2S+1: 1
* charge: 0
* frontier orbital gap: 9.59 eV

Atoms and positions in Å:
O1 3.65137 -25.74672 -0.49387
S1 4.56653 -25.16973 0.51760
O2 4.09512 -24.24923 1.56104
O3 5.45804 -26.37436 1.20168
C1 6.87736 -26.06644 1.33666
C2 7.08172 -24.79480 0.60028
O4 5.87364 -24.59335 -0.19582
H1 7.38937 -26.19497 2.29029
H2 7.24392 -26.84269 0.66496
H3 7.95102 -24.90161 -0.04858
H4 7.36272 -23.91117 1.17328
O5 -13.90132 -28.57648 -0.17425
S2 -12.46427 -28.33591 -0.29728
O6 -11.66362 -28.86486 -1.35347
O7 -12.06187 -26.79794 -0.09466
C3 -10.97671 -26.54046 0.70599
C4 -10.62123 -27.84466 1.30028
O8 -11.79791 -28.63743 1.14217
H5 -10.16834 -26.14210 0.09285
H6 -11.17866 -25.76807 1.44811
H7 -10.50069 -27.78764 2.38209
H8 -9.81895 -28.33297 0.74712
O9 -5.08778 -28.00966 1.02761
S3 -4.62318 -28.80584 -0.07966
O10 -4.49642 -30.23357 0.00053
O11 -5.26047 -28.31483 -1.58495
C5 -4.66016 -27.18142 -2.22926
C6 -3.26589 -27.36760 -1.73773
O12 -3.10847 -28.23829 -0.67610
H9 -4.81933 -27.52175 -3.25246
H10 -5.12802 -26.23786 -1.94839
H11 -2.62372 -26.50882 -1.54226
H12 -2.79695 -27.68075 -2.67053
O13 -10.42327 -30.32825 -9.02613
S4 -10.38430 -28.96914 -9.57382
O14 -10.66356 -28.67967 -10.99235
O15 -11.21773 -27.87078 -8.65854
C7 -10.36343 -27.59778 -7.40929
C8 -8.90806 -28.13051 -7.67812
O16 -8.92133 -28.32837 -9.10254
H13 -10.46858 -26.54295 -7.15557
H14 -10.72808 -28.21981 -6.59186
H15 -8.76394 -29.11346 -7.22963
H16 -8.09090 -27.44184 -7.46344
C9 0.93339 -33.67136 1.31244
C10 -0.07461 -34.25903 0.31705
N1 -0.96541 -35.10415 0.75673
O17 -0.05551 -33.81537 -0.80362
H17 0.51171 -33.15274 2.17344
H18 1.67242 -33.09453 0.75639
H19 1.51948 -34.37374 1.90513
H20 -0.91698 -35.57585 1.64850
H21 -1.87171 -35.01251 0.32045
C11 -3.90944 -23.82520 3.64437
C12 -5.25153 -23.06992 3.26134
N2 -6.26985 -22.87185 4.14337
O18 -5.39281 -22.52063 2.18606
H22 -3.54916 -24.54641 2.91077
H23 -4.02612 -24.23901 4.64599
H24 -3.07872 -23.14062 3.81570
H25 -5.92335 -22.81879 5.09059
H26 -7.01829 -22.24487 3.88484
C13 -10.10107 -20.33410 -3.88176
C14 -8.81647 -21.14250 -3.42276
N3 -8.36615 -20.92338 -2.23825
O19 -8.35391 -22.03749 -4.13104
H27 -9.69668 -19.35283 -4.13016
H28 -10.81488 -20.13113 -3.08341
H29 -10.53890 -20.78902 -4.77029
H30 -7.42013 -21.24768 -2.09692
H31 -8.60640 -20.02254 -1.84983
C15 -1.02114 -31.74473 -5.80328
C16 -1.32433 -30.59016 -6.79865
N4 -0.33004 -29.86336 -7.10081
O20 -2.44566 -30.31686 -7.17327
H32 -1.72716 -32.54707 -6.01750
H33 -1.47449 -31.25663 -4.94054
H34 0.01540 -32.04626 -5.65238
H35 0.61910 -30.20178 -7.03219
H36 -0.60119 -28.99317 -7.53594